DFT (ωB97M-V/def2-TZVPD) results for 2 unconnected molecules or ions with the total composition C4H11N3O2.

Output
SMILES: [H]/N=C(\N)NC.CC(=O)O
Kohn-Sham gap (hartree): 0.3303
Energy relative to the best compared isomer or geometry (same formula, charge and spin) (eV): 1.9192

Each line ends with the Löwdin charge.
Element x y z (Å)
H 0.445106 1.770215 -2.791416  0.0749
O -2.116922 1.235644 3.869333  0.1099
N 1.386439 -0.181788 -2.653711  -0.0361
N 0.811552 -0.088969 -0.243603  0.0968
H -1.652610 1.922812 1.609377  0.1200
C 1.604930 -0.591926 -1.338633  -0.5346
C 0.296618 0.694236 -2.991062  -0.1323
H 1.180436 0.767853 0.166378  0.0903
C -1.860629 0.517421 2.952607  -0.5746
O -1.730642 0.957522 1.659758  0.0532
H -0.426695 -0.913966 2.739730  0.0948
H 2.924792 -1.877572 -0.441161  0.0234
H 1.949784 -0.494075 -3.432752  0.1270
H -1.757707 -1.557297 2.181726  0.0884
H -0.034104 0.306983 -0.669840  0.0355
N 2.667051 -1.270364 -1.187976  0.0934
H -1.719814 -1.380191 4.006874  0.0921
H 0.112792 0.807622 -4.074872  0.0843
C -1.490717 -0.930486 3.039646  0.0043
H -0.589661 0.306326 -2.400404  0.0895

Forces on atoms 1 to 3 (eV/Å):
0.2 -0.3 0.8
-0.1 0.3 0.2
-1.2 1.0 0.2

***

DFT (ωB97M-V/def2-TZVPD) results for a molecular structure, C15H26Cl8F2GaSi.

Output
Total charge: -1
Kohn-Sham gap (hartree): 0.2482

Each line ends with the Löwdin charge.
Element x y z (Å)
Cl -0.909788 -3.806189 1.880532  0.4958
Cl -4.226545 -4.290017 -3.160593  0.5273
C 1.673176 1.536377 0.279368  -0.2756
H -1.371422 3.739516 -1.054140  0.0260
H 3.676243 3.123911 6.513962  0.0261
H 0.989622 1.578509 1.171679  0.0756
C 1.705759 2.620514 -2.739311  -0.1863
C -7.902738 -5.422968 -4.095340  -1.0419
Ga 5.427349 2.253810 2.480097  0.2629
H -7.004975 -5.053851 -4.583960  0.0055
H 6.094730 3.384563 1.558894  -0.1430
H 2.790719 2.522358 -2.478469  0.0318
H -8.362708 -4.626695 -3.516571  0.0279
C -1.150515 0.067568 -0.465197  -0.1016
H 0.462800 -1.888457 1.947975  0.0354
Cl -9.045226 -5.967584 -5.329882  0.4964
F 2.611822 3.173879 2.681031  -0.0930
Cl 5.634070 2.036394 7.246218  0.4710
H -0.861208 0.396718 0.561233  0.0317
H 3.920525 1.737324 -0.022666  0.0989
C 4.541838 3.418247 7.102272  -1.0443
H -3.106799 -2.382019 -2.108243  0.0063
C -3.292352 -5.376353 -2.122679  -1.0057
C -0.884747 0.318006 -3.014565  -0.0835
H 1.897589 0.443094 0.092152  0.0868
H -0.357741 3.875582 0.436753  0.0318
C 3.064323 2.260477 0.495944  -0.2145
Cl -1.670077 -1.054748 2.499770  0.5714
H 6.043877 0.788927 2.200302  -0.1394
Cl -7.458387 -6.739870 -3.003929  0.4890
C -0.372436 -2.254246 2.540618  -0.9695
H -3.750646 -6.361509 -2.143070  0.0215
C 3.406571 2.167494 2.051230  -0.5611
H -2.043734 -1.183285 -4.191476  0.0877
C -2.102253 -1.108266 -0.602727  -0.0924
Cl -1.620264 -5.509944 -2.673463  0.5152
H 1.496906 1.878041 -3.568552  0.0169
C -0.563140 0.744513 -1.643172  -0.2428
H -3.299558 -4.985422 -1.108155  0.0272
H 0.240303 4.643413 -1.084836  0.0280
F 2.918142 0.912501 2.571471  -0.1179
H 3.078836 3.320931 0.132444  0.1064
H -2.520536 -1.637074 0.311224  0.0264
H -0.433948 0.832553 -3.896089  0.0812
H 1.441945 3.630449 -3.167246  0.0359
H 4.227716 3.722643 8.097261  0.0144
H -0.059324 -2.398906 3.570645  0.0277
H 5.566050 2.563162 4.064689  -0.1471
Cl 5.334521 4.783903 6.311394  0.4751
Si 0.662638 2.171369 -1.207326  0.5898
C -0.315253 3.745657 -0.677248  -0.1919
C -2.403964 -1.517018 -1.989454  -0.1118
C -1.817780 -0.827979 -3.150803  -0.0877

Forces on atoms 1 to 3 (eV/Å):
0.0 -0.1 0.0
-0.3 -0.2 -0.1
0.4 -0.5 -1.0

***

DFT (ωB97M-V/def2-TZVPD) results for a gas-phase ion, C2H2N3O (charge +1).

Output
SMILES: N#[N+]/C=N\C=O
Total charge: +1
Kohn-Sham gap (hartree): 0.3166
Energy relative to the best compared isomer or geometry (same formula, charge and spin) (eV): 2.5753

Each line ends with the Löwdin charge.
Element x y z (Å)
H 0.450878 -2.277678 -0.592490  0.1474
C -0.279216 -1.653754 -0.115152  -0.0904
C -0.470752 0.944591 0.270724  -0.2152
N -2.797759 1.530985 -0.115486  0.4476
H -0.340053 1.960415 0.834357  0.1989
O -1.344527 -1.784599 0.211382  0.2043
N 0.260504 -0.018976 0.024085  0.1899
N -1.802387 1.076918 -0.017867  0.1175

Forces on atoms 1 to 3 (eV/Å):
0.8 -0.2 0.1
2.8 3.4 -1.9
3.7 1.1 1.5

***

DFT (ωB97M-V/def2-TZVPD) results for 3 unconnected molecules or ions with the total composition C25H39NO5S.

Output
SMILES: Cc1ccccc1C[C@H]1[C@H](c2ccccn2)CCOS1(=O)=O.CCOCC.CCOCC
Kohn-Sham gap (hartree): 0.2942
Energy relative to the best compared isomer or geometry (same formula, charge and spin) (eV): 9.6402

Each line ends with the Löwdin charge.
Element x y z (Å)
C 1.630767 -5.043488 -0.127669  -0.0541
C -0.541609 -0.301075 -1.378393  -0.2663
C -1.137411 -1.787244 -3.582127  -0.1441
H -4.530078 0.638313 3.116190  0.1159
C 6.567641 1.923477 1.334868  -0.2829
C -1.693582 0.794929 -1.774864  -0.1669
H -0.968238 -2.858931 -4.060319  0.1272
H -2.920596 -1.770514 4.117765  0.0673
C 1.739098 -4.616386 -1.694177  -0.0709
H 2.547442 -5.100452 -2.419877  0.1163
C -0.660379 4.968946 -2.458995  -0.0672
H 0.108501 -1.028846 -5.459610  0.1529
C -1.043302 3.384141 -2.627530  -0.0312
S 1.123119 -0.044046 -2.194596  0.8442
C -0.612292 5.549967 -0.895012  -0.0624
H 2.407485 -5.854976 0.262232  0.0829
H -5.445249 -2.872260 4.070314  0.0665
H -0.598017 1.420818 1.789432  0.0943
N 0.830654 -3.570968 -2.250501  0.0394
H 5.478251 3.654441 0.590439  0.0650
H -6.635507 -2.858947 2.769676  0.0852
H 5.248425 -0.166809 -0.875105  0.0873
O 1.559435 1.430879 -2.358507  -0.3390
C -5.616020 -3.163538 3.030955  -0.0793
O 2.188554 -0.704407 -1.235137  -0.3761
C -1.104996 -1.771930 -1.941793  -0.2289
H 5.540618 1.544903 -1.180417  0.0657
O 5.462724 1.046204 1.554257  -0.1684
C 6.189830 3.393142 1.376613  -0.0880
H -0.381442 0.356348 -4.277166  0.1160
O 1.309411 -0.871840 -3.697850  -0.2656
H -4.822928 -2.856674 1.067893  0.1182
H 3.932663 0.872758 -1.473723  0.0417
H -0.329957 6.691563 -0.730038  0.0808
H 3.905057 2.113625 0.694469  0.1072
H 7.070372 1.668678 0.395637  0.1033
H -1.067928 2.944554 -3.736288  0.0906
H -2.361043 1.009047 1.136796  0.0674
H -3.592106 -2.848102 2.315612  0.0932
C -3.062762 -0.711901 3.890131  -0.0785
H 7.079343 4.018852 1.244016  0.0752
H 3.640917 0.397847 0.935584  0.1121
H -1.270082 -2.726615 0.913930  0.0899
H -2.668387 0.488492 -1.157761  0.1334
C 4.801195 0.831179 -0.808765  -0.0842
C -0.044117 -0.788567 -4.301447  -0.2213
H -5.228583 -0.683442 4.031038  0.1068
H -5.549016 -4.254653 2.974163  0.0799
H -2.025849 0.770251 -2.906912  0.1159
H -2.208215 -1.414478 -3.954558  0.1287
H -0.435540 5.634780 -3.409948  0.0847
H 7.288907 1.721696 2.133833  0.1149
C -0.141243 -2.978473 -1.291089  -0.1696
H -2.213161 -1.901908 -1.546537  0.1502
C 0.537333 -4.452340 0.976123  -0.0139
O -4.678760 -1.097549 2.071290  -0.1731
H 0.454406 -4.796131 2.090693  0.0858
C -4.439343 -0.435104 3.313234  -0.2752
H 5.725228 3.643024 2.335810  0.0796
H -0.833899 4.955373 1.477085  0.0816
C -4.612438 -2.521618 2.089020  -0.2840
H -2.282926 -0.421770 3.178769  0.0586
H -2.918466 -0.147947 4.818281  0.0835
C -0.441038 -3.288732 0.276272  -0.0010
C -1.358876 2.343910 -1.356342  -0.1105
C -1.306625 2.915823 0.186017  -0.1304
H -2.050707 2.481569 2.365134  0.0861
C -1.636217 1.882651 1.440742  -0.1145
C 4.388385 1.133817 0.621088  -0.2716
C -0.909885 4.517529 0.385746  -0.0290
H -0.376943 -0.430865 -0.208091  0.1527

Forces on atoms 1 to 3 (eV/Å):
-1.4 1.3 -0.2
-2.5 -1.4 -0.8
-0.2 0.2 -1.1

***

Record-wise calculated total energy values, in Ha: -473.73223; -6682.64445; -316.49541; -1804.39520